Entry 1:
DFT (the ωB97M-V functional and the def2-TZVPD basis) results for C7H8N4O2S as an isolated structure in a non-equilibrium geometry.

XYZ file:
```
22
Properties=species:S:1:pos:R:3:forces:R:3
O 2.46418 -2.31533 1.07628 -2.03 0.35 -2.70
O 1.24249 -0.86899 2.35045 -1.88 0.89 -0.52
N -0.20842 -2.16057 0.62060 8.21 -1.42 0.70
N -0.06122 1.59508 -0.96268 -1.84 -0.42 0.37
C -1.06338 -1.27654 0.57560 -4.15 -0.94 -0.71
C 0.96788 2.00668 -1.64425 0.32 -0.05 0.53
C 0.09543 0.49369 -0.28595 0.86 0.20 2.29
C 2.19810 1.41584 -1.59738 -0.82 0.44 -1.12
C 2.41229 0.29574 -0.84359 -0.06 0.70 0.17
C 1.34824 -0.12870 -0.08487 -0.81 -0.24 -1.40
N -2.25726 -1.95935 0.44109 -2.03 1.38 0.92
N -0.96975 0.04261 0.53973 -0.69 2.80 -1.23
C -2.21988 0.90412 0.61731 0.38 -3.70 -2.10
S 1.27730 -1.44285 1.01650 3.51 -2.33 4.00
H 0.80441 2.88593 -2.18524 -0.06 1.21 -0.99
H 2.81166 1.84943 -2.33296 1.69 0.07 -0.30
H 3.40533 -0.05856 -0.83995 0.72 -1.09 0.41
H -1.92460 -2.94826 0.50320 -1.42 1.04 0.51
H -2.83143 -1.55075 1.20985 -0.38 -1.46 -0.90
H -2.78185 0.83608 -0.34800 0.20 -0.24 0.94
H -1.97260 1.88410 0.71634 1.02 2.65 0.69
H -2.73693 0.50058 1.45792 -0.74 0.16 0.46
```
Positions in Å, forces in eV/Å.

Its HOMO energy is -9.7 eV. The net charge is 0. The HOMO-LUMO gap comes out at 9.86 eV. As for the energy above the lowest of the compared OMol25 structures with the same formula, charge and spin: 19.57 kcal per mole. For the LUMO energy, the calculation gives 0.16 eV.

Entry 2:
DFT (the ωB97M-V functional and the def2-TZVPD basis) results for C7H8N4O3 in the gas phase in a non-equilibrium geometry.

XYZ file:
```
22
Properties=species:S:1:pos:R:3:forces:R:3
C -3.78044 -0.17468 -0.01426 -0.84 1.07 -1.58
C -3.37489 1.21956 -0.04286 -2.50 -1.80 0.20
C -2.60110 -0.80158 -0.05156 0.83 1.33 0.61
C -0.18938 0.08181 0.15407 -1.61 1.30 -0.95
C 1.96548 0.87813 -0.00843 -0.17 -1.46 -0.44
C 0.52490 1.44488 -0.01216 -0.14 0.08 0.51
C 2.92618 -1.40470 -0.08830 2.67 1.32 0.92
N -2.09915 1.30368 0.01319 0.34 3.46 -0.13
N 0.53074 -0.94278 0.12383 0.32 -0.58 0.03
N -1.59269 0.11050 0.02553 0.60 -1.31 0.27
N 1.85458 -0.51984 0.03977 -1.94 2.05 -0.14
O 2.99424 1.48757 -0.01530 0.45 0.56 0.01
O 0.24536 2.15881 -1.14663 0.99 -0.56 -1.80
O 0.26861 2.27705 1.04760 2.24 2.14 2.47
H -4.71770 -0.71295 -0.25511 0.52 0.87 0.75
H -4.06514 2.03138 -0.01284 0.16 0.71 -0.16
H -2.44111 -1.71983 0.28248 0.95 -4.26 0.39
H 3.68177 -0.65000 -0.56092 -0.46 -2.06 1.00
H 3.21474 -1.76169 0.93622 0.35 0.33 -0.89
H 2.78452 -2.28285 -0.68215 -0.51 -0.17 -0.73
H -0.63157 2.56185 -1.11227 -0.11 -0.40 0.58
H 1.02195 3.00641 1.19879 -2.15 -2.63 -0.93
```
Positions in Å, forces in eV/Å.

As for the structure (SMILES): CN1N=C(n2cccn2)C(O)(O)C1=O. Its HOMO energy is -8.8 eV. The net charge is 0. The HOMO-LUMO gap comes out at 9.15 eV. As for the energy above the lowest of the compared OMol25 structures with the same formula, charge and spin: 39.96 kcal per mole. For the LUMO energy, the calculation gives 0.35 eV.